Record 1
Entry from the Open Molecules 2025 dataset: C4H6O2 in the gas phase in a non-equilibrium geometry (ωB97M-V/def2-TZVPD).

Calculated values
* LUMO: 0.768 eV
* frontier orbital gap: 10.597 eV
* E_HOMO: -9.83 eV
* calculated total energy: -8338.6673 eV
* energy above the lowest of the compared OMol25 structures with the same formula, charge and spin: 173.1 kJ/mol
* SMILES: O=C[C@@H]1C[C@@H]1O

Each line ends with the Mulliken charge.
Positions of all 12 atoms, in Å:
O: 0.0648 -1.6825 -0.6321  -0.5209
C: 0.7924 -0.6120 -0.0878  0.0356
C: 0.6342 0.7397 -0.7002  -0.7824
C: 0.0071 0.4382 0.6526  0.0676
C: -1.4737 0.2413 0.8583  -0.1112
O: -1.9350 0.2039 1.9782  -0.4845
H: 0.2921 -1.7428 -1.5721  0.3172
H: 1.7597 -0.8950 0.3321  0.3003
H: 1.4983 1.4012 -0.7088  0.2411
H: -0.0512 0.8481 -1.5393  0.2815
H: 0.4772 0.9248 1.5041  0.3741
H: -2.0659 0.1351 -0.0852  0.2818

***

Record 2
Entry from the Open Molecules 2025 dataset: C4H6O2 in the gas phase in a non-equilibrium geometry (ωB97M-V/def2-TZVPD).

Calculated values
* LUMO: 0.673 eV
* frontier orbital gap: 10.267 eV
* E_HOMO: -9.59 eV
* calculated total energy: -8337.7749 eV
* energy above the lowest of the compared OMol25 structures with the same formula, charge and spin: 259.2 kJ/mol
* SMILES: C=COCC=O

Each line ends with the Mulliken charge.
Positions of all 12 atoms, in Å:
C: -2.4937 -0.1878 -0.0297  -0.6595
C: -1.2799 0.2330 -0.3036  0.1731
C: 0.9893 0.1743 0.4374  -0.2629
C: 2.3177 -0.3946 -0.2041  0.0394
H: -3.2622 0.5556 -0.3093  0.2235
H: -2.7601 -1.2240 0.3024  0.2580
H: -1.0695 1.3102 -0.7916  0.1982
H: 0.8843 1.2887 0.1259  0.2512
H: 1.0153 0.1257 1.5356  0.2463
H: 2.3578 -1.4963 -0.5145  0.3135
O: -0.1444 -0.5057 -0.0635  -0.3151
O: 3.4454 0.1209 -0.1850  -0.4658

***

Record 3
Entry from the Open Molecules 2025 dataset: C4H6O2 in the gas phase (ωB97M-V/def2-TZVPD).

Calculated values
* LUMO: 1.073 eV
* frontier orbital gap: 11.483 eV
* E_HOMO: -10.41 eV
* calculated total energy: -8337.5119 eV
* energy above the lowest of the compared OMol25 structures with the same formula, charge and spin: 284.6 kJ/mol
* SMILES: C1O[C@H]1[C@H]1CO1

Each line ends with the Mulliken charge.
Positions of all 12 atoms, in Å:
C: 0.0868 -0.9943 -1.3150  -0.3626
O: -0.6959 -1.6952 -0.3598  -0.4125
C: -0.8575 -0.2866 -0.4533  0.0172
C: -0.4569 0.4971 0.7584  0.0100
C: 0.9285 0.8352 1.0776  -0.3481
O: 0.0455 1.8066 0.5358  -0.4142
H: 1.1548 -0.9541 -1.1126  0.1777
H: -0.1830 -1.1702 -2.3554  0.2460
H: -1.8038 0.0252 -0.8976  0.3345
H: -1.1656 0.4287 1.5861  0.3310
H: 1.7351 0.5233 0.4168  0.1757
H: 1.2119 0.9844 2.1192  0.2452